Entry 1:
{"formula": "C6H16N2", "method": "the ωB97M-V functional and the def2-TZVPD basis", "elements": ["N", "C", "C", "C", "N", "C", "C", "C", "H", "H", "H", "H", "H", "H", "H", "H", "H", "H", "H", "H", "H", "H", "H", "H"], "positions_angstrom": [[2.06599, -0.42838, -0.12675], [1.25236, -0.28821, 1.09003], [1.83414, -1.30360, 2.06745], [-0.16035, -0.67370, 0.74142], [-0.93424, 0.34178, -0.14385], [-1.12536, -0.03128, -1.53362], [-2.53398, 0.45536, -1.99691], [-0.53118, 1.71480, 0.01263], [1.79723, 0.21403, -0.87761], [3.05357, -0.24101, -0.00621], [1.37129, 0.68142, 1.58734], [2.02384, -2.23553, 1.53323], [2.73157, -1.08043, 2.64406], [1.19072, -1.55835, 2.92576], [-0.79123, -0.72525, 1.63037], [-0.25631, -1.51286, 0.05762], [-1.14199, -1.10778, -1.73376], [-0.31111, 0.28407, -2.19000], [-3.09334, 0.80586, -1.11707], [-3.13759, -0.23176, -2.57222], [-2.41223, 1.44336, -2.45122], [-1.45738, 2.29608, -0.15364], [0.06192, 2.00109, 0.87500], [0.07783, 2.10592, -0.81308]], "atomic_forces_ev_per_a": [[-0.4294, 0.7336, -0.8810], [2.0833, -0.1354, -0.0724], [-0.6567, -1.4654, 1.1933], [-2.2945, 0.9433, -0.7698], [4.4575, -0.2344, -0.2424], [-2.1900, -1.3295, -1.0556], [0.5294, 2.1938, 0.9725], [-1.1226, 1.3866, -0.6880], [-0.0689, -0.1738, 0.3385], [0.0214, -0.1842, 0.4824], [-0.5547, 0.1057, -0.2219], [-0.0151, 0.0012, 0.0177], [0.3580, 0.8062, -0.7982], [-0.4433, 0.1632, -0.5361], [0.1120, -0.4596, 0.1058], [0.4903, -0.6842, 0.8853], [0.1903, -0.0622, 1.0318], [0.0533, 0.7077, 0.3868], [-0.1645, -0.8301, 0.0272], [0.2608, -0.1161, -0.1516], [-0.0964, -0.4015, -0.8137], [0.2859, 0.1930, 0.6486], [-0.7883, -0.4502, 0.5280], [-0.0179, -0.7078, -0.3873]], "e_tot_ev": -9452.46072, "charge": 1, "e_homo_ev": [-13.6192, -13.6067], "multiplicity": 2}

---

Entry 2:
{"formula": "C6H7NS", "method": "the ωB97M-V functional and the def2-TZVPD basis", "elements": ["C", "C", "C", "C", "C", "C", "S", "N", "H", "H", "H", "H", "H", "H", "H"], "positions_angstrom": [[-0.18964, 2.09694, 0.83494], [0.01957, 0.83815, 0.04619], [-0.89619, -0.33040, 0.15479], [-0.86455, -1.34894, -0.92241], [0.35381, -1.91581, -0.96153], [1.23202, -1.25512, 0.02844], [2.83862, -1.40825, 0.17046], [0.43000, -0.35845, 0.77549], [-0.63740, 1.86551, 1.80422], [-0.79323, 2.78732, 0.31086], [0.78395, 2.55580, 1.05185], [0.52130, 0.98709, -0.92627], [-1.77864, -0.25854, 0.81650], [-1.73635, -1.58438, -1.53287], [0.71673, -2.67092, -1.65066]], "atomic_forces_ev_per_a": [[0.9940, -0.8770, 0.9929], [0.3924, 0.6420, -0.6849], [-0.5408, -0.2290, 0.1381], [0.0680, -0.0911, 0.0622], [-0.1556, 0.1047, 0.0554], [-0.3830, -0.0641, -0.4415], [0.0094, 0.0116, 0.0669], [0.0175, -0.1448, 0.3794], [-0.0928, 0.0164, -0.1188], [-0.6975, 0.7823, -0.6184], [-0.1912, -0.0337, -0.1490], [-0.3135, -0.2237, 0.4268], [0.6185, -0.0572, -0.3460], [0.3540, 0.0000, 0.1028], [-0.0796, 0.1636, 0.1341]], "e_tot_ev": -18659.11714, "e_homo_ev": -8.5028}

---

Entry 3:
{"formula": "C3H9N2S", "method": "the ωB97M-V functional and the def2-TZVPD basis", "elements": ["C", "C", "C", "N", "N", "S", "H", "H", "H", "H", "H", "H", "H", "H", "H"], "positions_angstrom": [[0.32998, -0.18003, 1.27388], [-0.50788, 0.98315, 0.60984], [-0.50569, -0.63696, -1.15863], [1.10166, -0.83753, 0.17623], [-1.34485, 0.31217, -0.44040], [2.40099, -0.06919, -0.51707], [0.98394, 0.25289, 2.10851], [-0.28189, -0.95888, 1.62967], [-1.00235, 1.48122, 1.39332], [0.11628, 1.77843, 0.11011], [0.01983, -0.35414, -2.10382], [-0.49506, -1.71526, -0.94120], [-2.12377, -0.07472, 0.06133], [-1.66354, 1.18535, -1.07698], [2.97236, -1.16650, -1.12479]], "atomic_forces_ev_per_a": [[2.7103, 2.5111, -1.5582], [2.7945, -0.5803, 0.3178], [-1.6346, -1.2516, -3.4807], [2.6846, 0.3717, 1.9987], [0.6010, 3.3776, -1.6143], [-0.4277, -0.7228, 1.0395], [-0.9146, -0.6670, -1.1026], [-0.9945, -0.7496, 0.7586], [-1.5696, 0.4948, 0.6250], [-0.3431, -1.1745, 0.4107], [-0.9395, 0.2833, 1.2227], [-0.8239, 1.0054, 0.1190], [-0.8218, -0.5949, -0.2767], [0.3259, -2.8625, 1.3854], [-0.6471, 0.5592, 0.1550]], "e_tot_ev": -17060.01702, "charge": 1, "e_homo_ev": [-11.0668, -13.7057], "multiplicity": 3}

---

Entry 4:
{"formula": "C18H26CoN3O8P2", "method": "the ωB97M-V functional and the def2-TZVPD basis", "elements": ["Co", "P", "C", "C", "N", "C", "C", "C", "C", "C", "P", "H", "H", "H", "H", "H", "H", "H", "H", "O", "H", "H", "O", "H", "C", "H", "H", "H", "C", "H", "H", "H", "C", "H", "H", "H", "C", "H", "H", "H", "O", "C", "O", "C", "C", "C", "C", "C", "C", "N", "O", "O", "N", "O", "O", "H", "H", "H"], "positions_angstrom": [[0.73888, 0.70574, -0.15939], [-0.55126, 1.64308, 1.35032], [0.21919, 3.22989, 1.37884], [1.56409, 3.28663, 0.97792], [2.02881, 2.17713, 0.27232], [3.32281, 2.02297, -0.02656], [4.25907, 2.94056, 0.43817], [3.84091, 4.10711, 1.07480], [2.49739, 4.29535, 1.32406], [3.72434, 0.77579, -0.80794], [2.23720, 0.05466, -1.59808], [2.12275, 5.13865, 1.88987], [5.29596, 2.70978, 0.26613], [4.56885, 4.85043, 1.37368], [4.44768, 1.00082, -1.60418], [4.16167, 0.03321, -0.12103], [-1.08899, 3.84660, -0.78687], [-0.23961, 4.10588, 1.82817], [-1.38608, 1.83935, -2.75163], [-1.26707, 3.56411, -1.68724], [-0.61657, 4.06993, -2.19746], [-1.05225, -0.30809, -2.17648], [-1.01857, 1.07515, -3.20947], [-1.66558, 0.78166, -3.87539], [2.19863, 0.90214, -3.19406], [3.11101, 0.64159, -3.74411], [1.29774, 0.58714, -3.72919], [2.15708, 1.98289, -3.01626], [2.43004, -1.70793, -1.86871], [1.46425, -2.10551, -2.21494], [3.19212, -1.89356, -2.63689], [2.70381, -2.20821, -0.92994], [-0.30713, 0.97445, 3.00947], [-0.66093, 1.74526, 3.70493], [-0.86178, 0.04345, 3.14783], [0.76369, 0.81362, 3.16562], [-2.32361, 1.63735, 1.03784], [-2.69468, 0.60328, 1.05960], [-2.80727, 2.21508, 1.83621], [-2.55420, 2.08631, 0.06373], [-1.41339, -1.19933, -1.88570], [-1.01802, -1.52299, -0.65703], [-0.01274, -1.04230, -0.05520], [-1.81208, -2.54863, -0.00728], [-2.10270, -2.37557, 1.34364], [-2.73840, -3.39769, 2.07274], [-3.09482, -4.60484, 1.46015], [-2.80362, -4.76209, 0.09400], [-2.21718, -3.72308, -0.66382], [-3.06066, -6.01846, -0.57195], [-3.60480, -6.95753, 0.04543], [-2.71522, -6.08895, -1.77423], [-3.00883, -3.17553, 3.47479], [-2.66161, -2.07695, 3.97242], [-3.57819, -4.06845, 4.13524], [-1.81963, -1.46496, 1.85818], [-3.57502, -5.41052, 2.01974], [-2.01548, -3.82585, -1.72480]], "atomic_forces_ev_per_a": [[0.0942, 0.6905, -0.2835], [-0.9062, -0.6421, 0.0673], [-0.2595, 1.1429, 0.3424], [1.1641, -0.6813, -0.3564], [0.4142, 0.5896, 0.4245], [-0.3226, -0.1500, 0.2422], [0.1113, 0.1895, -0.2332], [0.1641, -0.3187, -0.2172], [-0.9323, -0.1800, 0.2451], [0.1237, -0.0713, 0.0282], [0.8090, 0.1397, -1.2255], [0.1615, 0.1526, -0.1462], [0.2660, 0.2416, -0.0126], [-0.0438, -0.0379, 0.0790], [0.0854, 0.0598, 0.4651], [0.0117, 0.2549, -0.1930], [-0.1715, 0.0957, 0.2536], [0.1032, -0.0039, 0.0683], [-0.2120, 0.4752, 0.0233], [0.5254, -0.1528, -0.2189], [-0.2828, -0.0257, -0.1365], [-0.1038, -0.3171, -0.5313], [-0.0293, -0.7281, 0.0405], [0.1917, 0.3334, 0.2089], [0.2193, -0.3472, -0.1230], [-0.2626, 0.1788, -0.1331], [0.2860, 0.1762, -0.0693], [0.0018, -0.1921, -0.1120], [0.3556, -0.2879, -0.2945], [0.3364, 0.0812, 0.0652], [-0.1643, -0.1483, 0.2320], [-0.0752, 0.0931, -0.2774], [0.0042, 0.5005, 0.2998], [0.0466, -0.3925, 0.1689], [0.0639, 0.1040, 0.0492], [-0.1807, -0.0536, 0.1057], [-0.3611, 0.7985, 0.4219], [0.1555, 0.2802, 0.0467], [-0.2798, -0.2104, -0.2683], [0.0238, -0.1231, 0.2393], [0.7645, 0.3877, 1.6673], [0.9251, 0.3518, -0.5181], [-2.7280, -1.5814, -0.8454], [-0.8220, -1.3206, 0.7251], [-0.0558, -0.6893, 0.7074], [0.2849, 0.1398, -1.7314], [0.1772, 0.0181, -0.2991], [0.4958, 1.7640, 0.4996], [-0.0186, -0.2006, 0.5830], [-0.8193, -3.0192, -1.8918], [1.2499, 2.4736, -0.8810], [-0.5979, 0.3076, 2.4386], [-0.9240, 0.2504, 3.4612], [-0.4610, -1.9098, -1.2931], [1.3402, 1.7912, -1.9426], [-0.0158, -0.2172, 0.0095], [0.1896, 0.2515, -0.1521], [-0.1160, -0.3115, 0.1779]], "e_tot_ev": -96122.07440, "charge": 2, "e_homo_ev": [-14.2005, -15.5914], "multiplicity": 5}